Entry from the Open Molecules 2025 dataset: a molecular structure, C34H30F3N2OPSTi (ωB97M-V with the def2-TZVPD basis set).

Last column: Löwdin charge in e.
Positions of all 73 atoms, in Å:
C: -2.47730 -1.56714 3.01434  0.07
H: -0.45539 -4.59200 1.34345  0.12
C: 2.23446 -3.65742 3.16951  -0.05
N: 1.75793 -0.56584 -0.81742  -0.26
C: 4.39200 -0.58466 0.09021  -0.27
H: 5.74567 2.33090 -0.98984  0.11
C: 2.60877 2.65893 -2.96437  0.01
H: 2.68459 1.22335 -6.02983  0.13
C: 4.62636 -4.45698 -2.63401  -0.05
H: 2.69060 -3.82892 4.13510  0.12
H: 0.68937 -3.16239 -0.32791  0.11
O: -0.78582 0.47501 -1.58370  -0.12
C: 0.46763 -4.08744 1.59815  -0.06
H: -2.30904 -1.70663 -0.35914  0.13
H: 1.41371 2.02696 -0.28239  0.04
P: 2.93748 -1.56634 -0.32267  0.93
H: -0.65932 0.37713 -5.67914  0.10
C: 1.08894 -3.26629 0.67447  -0.11
C: 1.12832 0.93907 -4.60520  -0.17
C: -2.86793 -1.88512 1.71182  0.00
C: 3.07706 -3.22715 -4.01307  -0.06
C: 4.50163 0.63202 -0.58609  -0.08
H: 3.69370 0.94830 -1.23191  0.07
H: 2.61209 -3.06864 -4.97743  0.11
C: 0.36175 0.02686 -5.51910  -0.02
H: -0.10903 2.70570 -1.03103  0.11
C: 3.09181 2.31640 -4.23865  -0.19
H: -3.77308 -2.44348 1.52470  0.13
C: 0.97693 2.63719 -1.10869  -0.02
C: -0.84250 -0.54672 4.63879  -0.61
H: 3.17219 3.36601 -2.36523  0.14
H: 2.03119 -1.62003 -3.01951  0.08
H: 4.24799 -4.88287 -4.69919  0.12
F: 0.36200 -1.10765 4.84933  0.14
H: 0.31610 -0.99067 -5.12597  0.09
C: 2.28123 -2.61366 1.00755  -0.29
C: -1.31651 -0.85260 3.23601  -0.08
H: 7.55606 1.57608 0.50791  0.12
H: -3.08070 -1.86689 3.86092  0.14
H: 5.19924 2.56895 -4.05627  0.10
S: 0.85907 0.57098 2.16942  0.78
C: -2.07164 -1.48130 0.67236  -0.07
H: 7.34621 -0.55413 1.73077  0.12
H: 1.36623 3.63931 -0.94640  0.12
H: 3.77601 -2.32414 2.53661  0.10
H: 5.35423 -5.24995 -2.52932  0.12
C: 0.68515 1.23669 -3.28315  -0.12
C: 4.00513 -4.24739 -3.85816  -0.05
C: 3.37155 -2.64071 -1.70216  -0.29
C: 2.85563 -2.81736 2.25660  -0.06
C: 2.75492 -2.42115 -2.93261  -0.08
C: 4.38594 2.87388 -4.71871  -0.01
C: -0.46191 0.57369 -2.80646  -0.08
C: 1.03983 -4.28172 2.84987  -0.04
N: -0.94893 -0.77451 0.88659  -0.11
C: 5.42795 -1.02472 0.90873  -0.07
C: -0.56354 -0.42567 2.13611  -0.62
H: 5.37557 -1.98385 1.40674  0.10
C: 5.64194 1.40270 -0.44260  -0.06
H: 4.36001 3.96541 -4.70113  0.11
F: -0.72273 0.76925 4.84237  0.16
H: 0.56112 -4.94027 3.56249  0.12
H: 4.79625 -3.80905 -0.59193  0.12
C: 6.66372 0.97527 0.39551  -0.04
C: 4.31583 -3.65247 -1.55095  -0.06
C: 1.44247 2.13907 -2.46580  -0.18
H: 4.61423 2.54529 -5.72926  0.09
F: -1.69053 -1.03642 5.54451  0.17
C: 2.32850 1.46763 -5.03716  0.04
C: 6.55069 -0.22810 1.07460  -0.04
H: -1.12160 0.08791 -3.52653  0.15
Ti: 0.39433 0.24442 -0.14360  0.82
H: 0.84589 -0.01747 -6.49119  0.09

Computed properties:
- E_LUMO (eV) = -7.2
- total charge = +2
- energy relative to the best compared isomer or geometry (same formula, charge and spin) (kJ/mol) = 4.6